a:
Here is a 12-piece molecular cluster, H24O12 overall from the OMol25 dataset. Energies are from ωB97M-V with the def2-TZVPD basis set.

Output
gap between HOMO and LUMO	9.658	eV
SMILES	O.O.O.O.O.O.O.O.O.O.O.O
HOMO level	-9.8	eV

The geometry in XYZ format:
```
36
H24O12 (ωB97M-V with the def2-TZVPD basis set)
O 4.26 1.59 1.29
H -1.41 2.16 -2.68
H -2.55 0.32 0.31
H -3.72 0.78 -1.19
H 1.05 -4.32 1.84
O 0.30 2.19 -1.67
H 0.28 2.42 -2.62
O -0.88 -0.52 -1.09
H 1.65 -5.55 1.15
O -3.44 1.68 -1.22
H 0.57 4.60 -0.35
H -1.80 -2.77 -2.04
O -3.50 0.00 0.31
H 4.96 1.14 0.84
H -2.68 1.71 -1.71
O -2.16 2.19 -3.24
H 0.96 -0.88 0.82
H 4.22 -2.46 1.63
H -0.43 2.55 -1.30
H 4.16 1.04 2.11
H -2.18 1.36 -3.82
H -0.60 4.67 0.74
H -3.65 -0.45 1.13
O -1.80 -3.65 -1.94
H 0.05 0.24 4.38
H -0.67 0.21 3.04
O 0.67 0.04 0.72
H -1.49 -0.95 -1.81
H -0.05 -0.73 -1.50
O 1.46 -4.61 1.08
H -2.21 -3.77 -1.09
H 0.85 0.15 -0.19
H 5.32 -1.94 2.39
O -0.05 4.08 0.28
O 5.13 -2.36 1.53
O -0.64 -0.17 3.87
```

b:
Here is a 12-piece molecular cluster, H24O12 overall from the OMol25 dataset. Energies are from ωB97M-V with the def2-TZVPD basis set.

Output
gap between HOMO and LUMO	10.262	eV
SMILES	O.O.O.O.O.O.O.O.O.O.O.O
HOMO level	-10.4	eV

The geometry in XYZ format:
```
36
H24O12 (ωB97M-V with the def2-TZVPD basis set)
H -3.75 1.43 -1.20
O -1.74 -1.49 -0.02
O -0.18 0.34 0.54
H 1.61 1.95 -1.04
H -3.44 -4.27 -0.12
H -0.03 0.51 -0.46
O 4.09 2.10 1.22
O 2.51 2.05 -1.53
H -5.13 2.09 -1.04
H 2.54 -0.94 3.55
O -3.57 -3.34 -0.52
O 2.07 -1.39 2.82
H 3.36 -2.65 0.02
H -2.03 -1.03 -0.85
O -0.53 5.41 -1.30
O -0.27 -4.07 -0.96
H 0.69 -3.93 -0.94
H 4.72 2.58 1.76
H -2.93 1.70 2.15
H 3.94 1.30 1.62
H -0.50 -0.52 0.72
H 4.02 -2.12 -1.24
H -3.53 3.01 2.54
H 0.07 4.78 -1.77
H -0.28 -4.63 -1.68
H -2.22 -1.24 0.71
O -4.67 1.33 -0.90
O 4.14 -2.27 -0.36
H 2.40 2.54 -2.31
H -0.87 4.83 -0.62
H -3.97 -2.96 0.24
H 1.71 -2.03 3.35
O 1.64 -0.09 -2.02
H 2.42 -0.19 -1.37
O -3.50 2.11 2.82
H 1.19 -0.89 -1.80
```

c:
Here is a 12-piece molecular cluster, H24O12 overall from the OMol25 dataset. Energies are from ωB97M-V with the def2-TZVPD basis set.

Output
gap between HOMO and LUMO	10.488	eV
SMILES	O.O.O.O.O.O.O.O.O.O.O.O
HOMO level	-10.7	eV

The geometry in XYZ format:
```
36
H24O12 (ωB97M-V with the def2-TZVPD basis set)
H 0.27 1.22 -2.58
O 2.45 0.01 1.60
O -0.89 -2.34 2.44
H -0.14 -2.81 0.52
O 0.02 0.09 0.01
H -0.22 -2.79 2.95
O -1.23 0.56 2.42
H 2.84 -0.18 0.73
H -2.16 -0.13 -0.46
H -0.63 -1.35 -2.90
H -1.09 0.44 1.48
H 0.41 0.53 -0.76
H -2.22 2.43 -2.67
H -0.71 4.17 -1.68
H 1.63 -0.85 3.36
H 1.78 1.49 -2.55
O -0.50 3.63 -0.93
O -1.68 1.68 -2.62
O -0.36 -3.03 -0.38
O 1.03 1.44 -1.98
O 3.31 -0.46 -1.17
H -0.82 -1.41 2.59
H 0.72 -0.03 0.62
H -3.58 0.19 -0.44
H -1.33 -2.92 -0.42
O -2.76 0.60 -0.34
O 1.75 -1.06 4.23
H 4.14 -0.99 -1.45
H -0.81 -1.39 -1.49
H 2.60 -0.63 -1.79
H -0.17 2.82 -1.34
O -1.27 -1.18 -2.27
H -2.16 0.53 2.55
H 2.37 0.95 1.67
H -1.84 1.25 -1.78
H 1.26 -0.47 4.82
```

Energy comparison, zero being the most stable, in eV: a 3.900; b 3.707; c 0.000.

a:
Here is a 12-piece molecular cluster, H24O12 overall from the OMol25 dataset. Energies are from ωB97M-V with the def2-TZVPD basis set.

Output
gap between HOMO and LUMO	11.126	eV
SMILES	O.O.O.O.O.O.O.O.O.O.O.O
HOMO level	-11.2	eV

The geometry in XYZ format:
```
36
H24O12 (ωB97M-V with the def2-TZVPD basis set)
O -3.76 2.56 -3.20
H 0.26 5.33 -1.06
O 2.99 -1.64 2.65
H -1.48 -2.13 -4.81
H -1.61 -4.76 1.72
H -1.04 -0.16 5.73
O 1.50 -6.27 1.22
H -0.85 6.35 -1.17
O 2.43 3.07 -4.27
O -1.97 -4.02 2.21
O 2.41 3.95 1.51
H 3.82 -1.21 -3.37
H 2.06 4.37 2.29
H -2.96 2.98 -2.88
H 2.97 3.49 -3.60
H 2.86 -1.75 -2.33
O -0.46 5.60 -1.63
H 1.61 3.55 -4.26
H 0.59 0.83 0.09
H 2.50 -1.51 3.46
H -1.44 -1.36 -3.51
O 3.53 -2.02 -2.95
O -2.02 -1.60 -4.23
H -4.91 -0.06 1.34
H -2.30 -4.41 3.02
H 3.90 -1.46 2.89
H -0.23 -1.44 5.76
H 0.14 -0.37 0.90
O -5.84 0.06 1.49
H 1.57 -5.31 1.27
H -6.10 0.75 0.87
H 2.32 -6.55 0.83
O -0.15 -0.50 5.60
O -0.14 0.22 0.20
H -3.47 1.71 -3.53
H 3.31 3.71 1.74
```

b:
Here is a 12-piece molecular cluster, H24O12 overall from the OMol25 dataset. Energies are from ωB97M-V with the def2-TZVPD basis set.

Output
gap between HOMO and LUMO	9.993	eV
SMILES	O.O.O.O.O.O.O.O.O.O.O.O
HOMO level	-10.2	eV

The geometry in XYZ format:
```
36
H24O12 (ωB97M-V with the def2-TZVPD basis set)
H -2.67 1.27 0.99
H -2.34 0.40 -2.83
O 1.81 -1.41 -3.34
H 2.00 -0.21 2.30
H 2.23 -1.67 2.79
H 1.04 -1.65 -2.80
O -1.99 0.98 2.70
H 0.87 2.48 0.19
H -0.15 0.99 2.92
H 1.46 -1.45 -4.23
H -0.49 2.83 -0.19
O -0.20 -0.12 0.26
H -0.19 0.74 0.65
H 1.94 1.44 -1.49
O -1.79 0.74 -2.07
O -0.39 -2.93 0.61
H -1.97 0.02 2.56
H 3.20 -0.84 -0.88
H -4.05 1.15 0.22
H -1.01 -2.32 -2.64
H -1.92 1.12 3.65
O 1.30 1.16 -2.15
O 3.08 -0.11 -0.32
H -0.94 -1.04 -1.95
H -0.38 -2.13 1.13
O 2.46 -1.00 2.13
H 2.93 -0.54 0.52
H -0.85 -2.74 -0.20
H 0.45 0.34 4.05
O -3.13 1.50 0.16
O -0.03 2.56 0.61
H 0.11 -0.02 -0.62
O -0.46 -1.88 -2.03
H -2.40 0.90 -1.35
O 0.73 0.92 3.33
H 1.80 0.52 -2.70
```

c:
Here is a 12-piece molecular cluster, H24O12 overall from the OMol25 dataset. Energies are from ωB97M-V with the def2-TZVPD basis set.

Output
gap between HOMO and LUMO	9.092	eV
SMILES	O.O.O.O.O.O.O.O.O.O.O.O
HOMO level	-9.3	eV

The geometry in XYZ format:
```
36
H24O12 (ωB97M-V with the def2-TZVPD basis set)
H -4.11 -0.88 -3.13
O 0.93 -2.91 2.02
H -4.48 -1.42 0.50
O -3.22 -0.60 -3.18
H 0.12 0.31 4.18
O 0.18 -0.23 -0.36
O 2.08 2.07 3.91
O 1.10 3.23 -0.56
O 1.94 0.36 -4.15
H 1.13 3.05 0.31
O -0.80 1.29 1.50
H -0.71 0.41 1.12
H 0.73 0.95 2.96
H 1.47 2.52 4.50
H 1.50 1.29 -4.10
H 5.30 0.33 -3.29
H -1.75 1.36 1.79
H 1.87 -2.77 1.72
H -1.22 -4.61 2.43
H -0.73 1.56 -3.54
O -1.61 1.86 -3.86
H -0.29 -1.07 -0.14
H 1.20 2.44 -1.11
O -3.71 -1.53 0.96
H -2.16 1.17 -3.56
O 0.09 0.28 3.23
H -2.91 -0.83 -2.27
H 1.44 -0.29 -3.65
H -3.16 -0.78 0.61
O 4.55 0.21 -2.71
H 0.74 -3.78 1.98
O -1.41 -3.83 3.06
H 2.38 2.72 3.22
H -2.27 -3.90 3.50
H 3.92 0.93 -3.03
H 1.08 -0.12 0.13
```

d:
Here is a 12-piece molecular cluster, H24O12 overall from the OMol25 dataset. Energies are from ωB97M-V with the def2-TZVPD basis set.

Output
gap between HOMO and LUMO	9.956	eV
SMILES	O.O.O.O.O.O.O.O.O.O.O.O
HOMO level	-10.6	eV

The geometry in XYZ format:
```
36
H24O12 (ωB97M-V with the def2-TZVPD basis set)
H -0.23 3.05 0.39
H -2.79 1.92 1.60
O 2.43 1.57 1.70
O -0.11 2.64 1.26
H -2.62 3.16 0.73
H 2.11 -1.39 2.14
H -1.93 -2.48 -2.88
H 3.23 1.68 2.23
H -2.19 -2.44 -1.38
O 0.11 -3.11 2.36
O 3.16 1.20 -1.11
O -0.68 -0.27 0.27
O 1.17 -3.73 -1.36
O -3.22 2.42 0.89
O -3.71 0.02 -0.49
H 2.55 -1.91 0.77
O -0.45 2.83 -1.52
O -1.51 -2.63 -2.03
H 1.53 -3.77 -0.48
H -3.58 0.94 -0.18
H 0.25 2.52 -2.13
H 3.09 1.28 -0.14
H 2.47 0.58 -1.37
H 0.10 -0.41 -1.73
H -2.88 -0.41 -0.27
H 0.94 -2.98 2.82
H 0.85 2.70 1.41
O 2.14 -1.15 1.21
H -0.56 -3.01 3.04
H 2.22 0.61 1.73
H -0.50 0.68 0.41
H 0.53 -3.00 -1.34
H 0.03 -0.72 0.76
O 0.03 0.10 -2.55
H -0.92 0.22 -2.66
H -1.07 3.31 -2.08
```

Energy comparison, zero being the most stable, in eV: a 1.461; b 0.156; c 3.573; d 0.000.

a:
Here is one molecule with the formula C17H24N2O2S from the OMol25 dataset. Energies are from ωB97M-V with the def2-TZVPD basis set.

Output
gap between HOMO and LUMO	8.611	eV
SMILES	CC(C)(C)NS(=O)(=O)c1ccc2[nH]c3c(c2c1)CCCCC3
HOMO level	-7.9	eV

The geometry in XYZ format:
```
46
C17H24N2O2S (ωB97M-V with the def2-TZVPD basis set)
C 2.51 -0.73 -1.61
C 3.05 1.22 -0.05
H 2.80 2.91 1.20
H -2.32 -2.67 0.60
H 2.77 -2.00 0.11
O -4.06 1.85 -0.40
C -3.05 -0.25 1.66
C -1.28 2.55 0.32
C 4.53 1.07 0.06
H -3.74 -2.91 1.63
H 5.00 1.27 -0.91
H 5.98 -0.32 0.80
H -3.87 -3.10 -0.13
H 4.91 1.80 0.77
S -3.09 1.05 -1.11
N 2.37 2.21 0.61
H -5.75 -1.41 -0.17
H -5.48 0.22 0.47
H -3.59 -1.06 -1.52
C -5.25 -0.83 0.61
N -3.20 -0.57 -0.73
H 4.35 -0.60 1.42
C 4.74 -1.42 -0.54
H 5.22 -1.09 -1.47
H 3.10 -0.41 -2.47
C 3.28 -1.79 -0.83
H 3.29 -2.71 -1.42
H -3.36 -0.64 2.63
C 1.04 2.12 0.34
C -0.03 2.89 0.77
C 4.93 -0.34 0.53
H 5.26 -2.32 -0.20
O -3.11 1.10 -2.54
C -0.41 0.69 -0.98
C 2.17 0.46 -0.77
H -5.64 -1.16 1.57
H -0.61 -0.13 -1.64
H -3.33 0.80 1.60
C -1.46 1.46 -0.53
H 0.13 3.73 1.43
C -3.39 -2.53 0.67
H -1.97 -0.34 1.58
H 1.58 -1.16 -1.99
C -3.74 -1.04 0.55
H -2.16 3.11 0.61
C 0.87 1.01 -0.54
```

b:
Here is one molecule with the formula C17H24N2O2S from the OMol25 dataset. Energies are from ωB97M-V with the def2-TZVPD basis set.

Output
gap between HOMO and LUMO	8.482	eV
SMILES	C=CCN(CC=C)C(=S)NCCc1ccc(OC)c(OC)c1
HOMO level	-7.8	eV

The geometry in XYZ format:
```
46
C17H24N2O2S (ωB97M-V with the def2-TZVPD basis set)
C -5.22 -0.81 0.15
H -0.06 2.68 1.51
C 4.82 1.81 1.25
C -2.21 -1.40 1.14
C 5.12 -1.73 -0.56
H -1.86 -0.87 2.03
H 5.82 1.64 1.66
O 4.47 0.61 0.62
H -0.27 -1.60 0.13
H 5.29 -1.62 0.51
N -1.29 1.20 0.81
S -3.23 1.93 -0.81
H -3.95 -0.36 -1.51
H -3.00 -2.09 1.47
C -1.10 -3.49 0.38
H -1.91 -4.10 0.75
H -1.49 3.24 0.62
C -1.09 -2.18 0.51
H 1.55 -1.62 -1.98
C 0.85 0.33 -1.42
H 4.14 2.06 2.07
N -2.80 -0.45 0.21
C -6.25 -0.12 -0.30
H -0.54 2.56 -1.50
H 5.50 -2.69 -0.89
C 3.27 0.54 -0.06
H 2.57 2.49 0.48
C 1.14 1.50 -0.73
O 3.74 -1.76 -0.87
H -6.21 0.39 -1.25
H -0.63 0.47 1.03
H 5.63 -0.92 -1.09
H -5.27 -1.31 1.11
H -0.28 -4.02 -0.08
H -7.17 -0.04 0.25
H 4.86 2.64 0.54
C 1.76 -0.71 -1.44
C 2.35 1.58 -0.06
H -0.09 0.24 -1.96
C 0.14 2.61 -0.65
C -0.69 2.50 0.64
H -3.71 -1.99 -0.83
H 0.64 3.58 -0.66
C 2.97 -0.63 -0.77
C -3.91 -0.94 -0.58
C -2.39 0.83 0.10
```

Energy comparison, zero being the most stable, in eV: a 0.000; b 2.791.

a:
Here is a 2-piece molecular cluster, C3H8OS2 overall from the OMol25 dataset. Energies are from ωB97M-V with the def2-TZVPD basis set.

Output
gap between HOMO and LUMO	9.132	eV
SMILES	CC=O.CSS
HOMO level	-8.8	eV

The geometry in XYZ format:
```
14
C3H8OS2 (ωB97M-V with the def2-TZVPD basis set)
H 2.82 0.03 -1.86
H 1.02 1.26 -0.06
C 1.92 0.68 -1.81
H -0.71 -1.06 -0.84
O 1.05 0.52 -2.61
S -0.71 0.03 1.57
H 1.05 -1.67 2.36
H -0.63 -2.09 2.67
C 1.87 1.64 -0.65
H 1.64 2.68 -0.84
H 0.01 -2.28 1.07
C 0.05 -1.64 1.94
S -1.77 -0.55 -0.16
H 2.74 1.45 -0.03
```

b:
Here is a 2-piece molecular cluster, C3H8OS2 overall from the OMol25 dataset. Energies are from ωB97M-V with the def2-TZVPD basis set.

Output
gap between HOMO and LUMO	9.013	eV
SMILES	CC=O.CSS
HOMO level	-8.4	eV

The geometry in XYZ format:
```
14
C3H8OS2 (ωB97M-V with the def2-TZVPD basis set)
H 0.02 -0.45 4.00
H 1.38 -2.70 2.17
H 1.86 -0.30 3.83
C 0.79 -1.86 2.43
C 0.99 -1.03 3.77
H -0.96 2.29 -4.58
H 1.00 -1.81 4.58
H 1.64 0.17 -2.07
S 0.53 -0.12 -2.84
H -2.10 2.87 -3.04
C -1.67 1.95 -3.68
S -0.99 1.10 -2.05
H -2.61 1.28 -4.05
O 0.12 -1.38 1.51
```

Energy comparison, zero being the most stable, in eV: a 0.000; b 1.332.